(1)
# BrH2IO2Si

A cluster of 2 separate species, BrH2IO2Si in total (ωB97M-V with the def2-TZVPD basis set, OMol25).

Output
Energy relative to the best compared isomer or geometry (same formula, charge and spin): 59.49 kcal per mole
Gap between HOMO and LUMO (alpha / beta): 6.6 / 4.5 eV
Multiplicity: 3

XYZ file:
```
7
Properties=species:S:1:pos:R:3:lowdin_spin:R:1
O -0.47583 -0.16512 -1.98669 0.112
O -0.63357 0.59780 0.65770 0.222
Si 0.12411 0.45230 -0.65507 0.430
Br -0.07021 -1.10127 3.02562 0.012
I 2.47397 1.06009 -0.75677 1.201
H -1.05525 -0.84095 -2.38821 0.020
H -0.36322 -0.00286 2.10340 0.003
```

(2)
# CH5FNP

A cluster of 2 separate species, CH5FNP in total (ωB97M-V with the def2-TZVPD basis set, OMol25).

Output
Energy relative to the best compared isomer or geometry (same formula, charge and spin): 100.55 kcal per mole
Gap between HOMO and LUMO (alpha / beta): 9.7 / 9.7 eV

XYZ file:
```
9
Properties=species:S:1:pos:R:3:nbo_charge:R:1
C -1.44048 -0.18619 -0.22240 -0.378
N 0.43315 0.36982 -0.67942 -0.391
F 0.41525 1.65044 -0.07142 -0.293
P 1.55306 -0.74783 -0.08769 0.518
H -2.13939 0.69186 -0.51155 0.228
H -1.55617 -1.13850 -0.70258 0.205
H -1.24216 -0.13188 0.95909 0.215
H 1.20994 -0.51884 1.27476 -0.081
H 2.76681 0.01113 0.04123 -0.023
```

(3)
# C5H10NO3

The ion C5H10NO3 with charge +1 (ωB97M-V with the def2-TZVPD basis set, OMol25).

Output
Energy relative to the best compared isomer or geometry (same formula, charge and spin): 28.70 kcal per mole
Gap between HOMO and LUMO: 10.8 eV
Net charge: +1
Structure (SMILES): COC(=O)[C@H](O)C(C)=[NH2+]

XYZ file:
```
19
Properties=species:S:1:pos:R:3:nbo_charge:R:1
C 2.89149 -0.28939 0.26586 -0.263
O 1.49882 -0.30879 -0.21793 -0.512
C 0.87445 0.85988 -0.16292 0.786
O 1.25771 1.88542 0.31603 -0.537
C -0.59964 0.83143 -0.73779 -0.082
O -1.25174 2.01772 -0.55227 -0.668
C -1.39192 -0.23818 -0.07970 0.495
C -0.96530 -1.70467 -0.02802 -0.705
N -2.45534 0.10578 0.59193 -0.635
H 2.87906 -0.18107 1.29949 0.202
H 3.43653 0.59810 -0.18580 0.224
H 3.38453 -1.22343 0.07949 0.223
H -0.51065 0.40505 -1.74640 0.238
H -0.57787 2.63644 -0.54275 0.508
H 0.09401 -1.50079 0.24828 0.300
H -1.76410 -2.24576 0.62859 0.252
H -0.99820 -2.18200 -1.08421 0.285
H -2.79084 1.06319 0.72902 0.454
H -3.01100 -0.52893 1.17908 0.434
```

(4)
# C37H82N2O16PS2

A cluster of 7 separate species, C37H82N2O16PS2 in total (ωB97M-V with the def2-TZVPD basis set, OMol25).

Output
Gap between HOMO and LUMO: 5.9 eV
Net charge: -1

XYZ file:
```
140
Properties=species:S:1:pos:R:3:lowdin_charge:R:1
C 5.48831 3.31742 -0.21464 -0.155
C 4.22935 4.03474 0.55042 -0.280
C 3.69452 5.36731 -0.23621 -0.208
C 2.05467 5.59716 0.01959 -0.322
N 1.34954 4.84671 -1.05748 -0.217
P -0.26663 5.52234 -1.53982 0.238
S -2.05575 6.69576 -1.98496 0.444
C 0.28402 5.68686 -3.38791 -0.380
C 0.59732 4.42495 -4.26939 -0.300
C 1.34290 3.10217 -3.73044 -0.216
S 1.54799 1.83808 -5.14967 0.798
O 3.00829 1.72026 -5.64924 -0.409
O 1.12010 0.43449 -4.60148 -0.399
O 0.50761 2.20830 -6.45091 -0.239
C -0.73841 5.36997 0.33158 -0.332
O -2.19807 5.18413 0.56981 -0.339
C -2.45606 4.57270 1.88113 -0.231
C -2.36468 2.93763 1.92459 -0.219
C -3.78122 2.14859 1.69229 -0.148
N -1.02713 3.96979 -1.72852 -0.243
C -2.13158 3.71349 -2.63480 -0.368
C -3.60987 3.34273 -1.93528 -0.127
H 6.42066 4.03390 -0.20538 0.066
H 5.79198 2.34207 0.35599 0.068
H 5.13797 3.07257 -1.31379 0.078
H 3.33993 3.29219 0.81258 0.112
H 4.64891 4.38962 1.61054 0.105
H 4.00203 5.45021 -1.35929 0.099
H 4.20085 6.30290 0.30599 0.106
H 1.91932 6.74709 0.07883 0.095
H 1.90147 5.17222 1.12524 0.118
H 1.93693 5.06846 -1.91903 0.038
H 0.32844 6.82137 -1.36370 -0.022
H -3.21459 6.04929 -1.61642 -0.188
H 1.20308 6.44937 -3.42764 0.091
H -0.60827 6.30458 -3.89111 0.041
H -0.41459 4.05491 -4.79010 0.106
H 1.24811 4.79172 -5.20670 0.117
H 0.83201 2.50356 -2.86750 0.105
H 2.46257 3.34843 -3.39890 0.122
H 0.95518 2.85862 -7.07810 0.105
H -0.27161 4.37083 0.79319 0.096
H -0.45106 6.33449 0.93458 0.102
H -3.57758 4.86091 2.17299 0.129
H -1.72735 5.01327 2.69146 0.115
H -1.90167 2.64600 2.97626 0.105
H -1.57994 2.55504 1.11051 0.108
H -4.73924 2.77640 1.93253 0.070
H -3.74679 1.19021 2.40297 0.075
H -3.76051 1.71183 0.58843 0.058
H -0.57052 3.15968 -1.26155 0.092
H -1.87359 2.66132 -3.15745 0.108
H -2.26387 4.40781 -3.59745 0.100
H -3.89204 4.05663 -1.05600 0.053
H -3.49883 2.25905 -1.50840 0.050
H -4.48539 3.33513 -2.73164 0.071
O -5.43149 1.86807 3.82347 0.051
C -6.35424 1.12116 4.13666 -0.483
O -6.56557 -0.02813 3.45619 0.000
C -7.47613 -1.06438 3.86950 -0.230
C -8.87731 -0.78681 3.36225 -0.062
C -7.32467 1.51136 5.21274 0.008
H -7.44185 -1.21251 4.95282 0.107
H -7.11000 -1.99372 3.41977 0.121
H -9.27953 0.14018 3.78121 0.071
H -9.55140 -1.60635 3.62497 0.076
H -8.87379 -0.66714 2.27452 0.085
H -8.12371 2.11683 4.77659 0.098
H -6.79093 2.10776 5.95983 0.094
H -7.74867 0.66439 5.74853 0.070
O 0.56999 -3.46379 0.19892 0.060
C 0.88346 -3.54654 -0.98528 -0.496
O 2.03231 -2.98874 -1.42975 0.002
C 2.59075 -3.20643 -2.73914 -0.229
C 2.00929 -2.23161 -3.74378 -0.069
C -0.04358 -4.17973 -1.98107 0.008
H 2.47719 -4.24923 -3.04956 0.086
H 3.66767 -3.02752 -2.64851 0.116
H 0.93035 -2.37008 -3.85925 0.071
H 2.48111 -2.35909 -4.72164 0.089
H 2.16209 -1.20090 -3.40947 0.066
H -0.74962 -3.42890 -2.34583 0.100
H -0.59852 -4.97808 -1.47769 0.088
H 0.46791 -4.64892 -2.81920 0.073
O -0.33001 -6.51379 6.54892 0.072
C -0.01654 -6.59654 5.36472 -0.508
O 1.13231 -6.03874 4.92025 -0.006
C 1.69075 -6.25643 3.61086 -0.231
C 1.10929 -5.28161 2.60622 -0.075
C -0.94358 -7.22973 4.36893 -0.001
H 1.57719 -7.29923 3.30044 0.109
H 2.76767 -6.07752 3.70149 0.121
H 0.03035 -5.42008 2.49075 0.072
H 1.58111 -5.40909 1.62836 0.074
H 1.26209 -4.25090 2.94053 0.092
H -1.64962 -6.47890 4.00417 0.098
H -1.49852 -8.02808 4.87231 0.090
H -0.43209 -7.69892 3.53080 0.069
O 8.33114 4.32847 -1.69996 0.071
C 8.16268 4.53299 -2.89880 -0.499
O 6.93893 4.86030 -3.37194 -0.011
C 6.67947 5.32149 -4.71124 -0.227
C 6.46814 4.15339 -5.65386 -0.062
C 9.28323 4.32930 -3.87595 0.001
H 7.46349 6.00304 -5.05406 0.110
H 5.75829 5.91212 -4.66075 0.125
H 7.36400 3.52999 -5.72759 0.067
H 6.21020 4.50829 -6.65515 0.082
H 5.66284 3.50834 -5.28932 0.082
H 9.30923 3.28018 -4.18245 0.097
H 10.22565 4.58020 -3.37835 0.091
H 9.22311 4.97230 -4.75183 0.068
O 3.62999 -6.28540 -3.69341 0.079
C 4.67045 -6.39035 -3.05009 -0.496
O 5.25410 -5.29691 -2.50944 -0.013
C 6.34605 -5.33562 -1.57142 -0.223
C 7.67742 -5.39440 -2.29368 -0.068
C 5.36860 -7.71347 -2.93233 0.005
H 6.22090 -6.14982 -0.85162 0.114
H 6.29141 -4.40490 -0.99631 0.129
H 7.77097 -6.30717 -2.88927 0.066
H 8.50466 -5.36075 -1.57982 0.082
H 7.77431 -4.55303 -2.98664 0.087
H 6.02924 -7.85133 -3.79247 0.098
H 4.61188 -8.50474 -2.93187 0.094
H 5.93042 -7.83170 -2.00788 0.070
O -9.33161 -2.58870 7.44102 0.076
C -8.83631 -3.59827 6.94821 -0.512
O -9.35393 -4.13358 5.81946 -0.017
C -8.72805 -5.17888 5.05175 -0.233
C -9.10760 -6.54487 5.58810 -0.068
C -7.71232 -4.31521 7.63710 0.006
H -7.64516 -5.03439 4.99532 0.114
H -9.10600 -5.07823 4.02852 0.123
H -8.75582 -6.68502 6.61438 0.068
H -8.68099 -7.33540 4.96510 0.082
H -10.19571 -6.65930 5.60813 0.085
H -8.12486 -5.01966 8.36431 0.098
H -7.10100 -3.57477 8.16319 0.096
H -7.04024 -4.83330 6.95584 0.072
```

(5)
# H16O8

A cluster of 8 separate species, H16O8 in total (ωB97M-V with the def2-TZVPD basis set, OMol25).

Output
Energy relative to the best compared isomer or geometry (same formula, charge and spin): 47.52 kcal per mole
Gap between HOMO and LUMO: 10.9 eV
Structure (SMILES): O.O.O.O.O.O.O.O

XYZ file:
```
24
Properties=species:S:1:pos:R:3:nbo_charge:R:1
O -0.83852 -0.70621 -1.73350 -0.956
H -0.65153 -1.62400 -1.98428 0.484
H -0.07263 -0.50029 -1.21401 0.480
O 2.91018 -0.89176 -0.52153 -0.991
H 2.34288 -1.67670 -0.39510 0.505
H 2.96638 -0.78207 -1.50613 0.473
O -0.07274 2.38494 -1.04460 -0.981
H -0.49149 3.09707 -0.52434 0.486
H -0.79786 1.71128 -1.17447 0.505
O -2.91599 -1.41364 0.01423 -0.948
H -2.57786 -0.97390 -0.74481 0.487
H -3.82814 -1.55781 -0.29041 0.466
O -2.22883 1.58906 0.59315 -1.005
H -1.45429 1.59521 1.34537 0.491
H -2.56748 0.58846 0.66182 0.501
O 0.86952 -2.41665 0.33186 -0.988
H 0.52643 -1.69520 0.93997 0.510
H 1.06669 -3.12038 1.00909 0.483
O 0.07000 -0.08411 1.89613 -0.965
H 0.96969 0.28694 1.66292 0.506
H 0.19786 -0.04925 2.81684 0.473
O 2.20431 1.77448 0.41649 -0.997
H 1.63689 1.84050 -0.36371 0.494
H 2.75101 0.97122 0.14352 0.489
```

(6)
# C4H7NO

The molecule C4H7NO (ωB97M-V with the def2-TZVPD basis set, OMol25).

Output
Energy relative to the best compared isomer or geometry (same formula, charge and spin): 24.70 kcal per mole
Gap between HOMO and LUMO: 9.7 eV
Structure (SMILES): C=CN(C)C=O

XYZ file:
```
13
Properties=species:S:1:pos:R:3:nbo_charge:R:1
C 2.08053 -0.83194 -0.00309 -0.484
C 0.73645 -0.81202 -0.00393 0.000
N -0.07443 0.31678 -0.01701 -0.448
C 0.52635 1.62663 0.01595 -0.410
C -1.45310 0.19223 -0.01491 0.543
O -2.04548 -0.86385 0.01668 -0.583
H 2.59879 -1.77724 -0.01445 0.215
H 2.68392 0.06912 -0.01451 0.196
H 0.14565 -1.72715 0.03706 0.234
H 1.18477 1.71256 0.89799 0.205
H 1.14168 1.80823 -0.86517 0.203
H -0.23980 2.39559 0.05553 0.213
H -1.97156 1.16289 -0.07500 0.116
```

Copy entry 1 word for word.
# BrH2IO2Si

A cluster of 2 separate species, BrH2IO2Si in total (ωB97M-V with the def2-TZVPD basis set, OMol25).

Output
Energy relative to the best compared isomer or geometry (same formula, charge and spin): 59.49 kcal per mole
Gap between HOMO and LUMO (alpha / beta): 6.6 / 4.5 eV
Multiplicity: 3

XYZ file:
```
7
Properties=species:S:1:pos:R:3:lowdin_spin:R:1
O -0.47583 -0.16512 -1.98669 0.112
O -0.63357 0.59780 0.65770 0.222
Si 0.12411 0.45230 -0.65507 0.430
Br -0.07021 -1.10127 3.02562 0.012
I 2.47397 1.06009 -0.75677 1.201
H -1.05525 -0.84095 -2.38821 0.020
H -0.36322 -0.00286 2.10340 0.003
```